C6H13O3Pb as an isolated structure at a distorted geometry. Source: the OMol25 dataset; level of theory: ωB97M-V/def2-TZVPD.

```
23
C6H13O3Pb ωB97M-V/def2-TZVPD
C 3.2405 -1.4892 -0.1482
O 2.2831 -0.4672 0.0499
C 1.8637 0.2619 -1.1471
C 0.8456 1.2764 -0.6944
O -0.4711 0.7782 -0.9840
C -1.4840 1.2601 -0.1495
C -1.7570 0.3336 1.0154
O -0.7031 0.3825 1.9716
C -0.7368 -0.6931 2.8927
H 3.5127 -1.8880 0.8341
H 2.8113 -2.2904 -0.7667
H 4.1346 -1.0842 -0.6455
H 1.4612 -0.4773 -1.8585
H 2.7595 0.7328 -1.5800
H 0.9832 2.2257 -1.2339
H -2.4179 1.3331 -0.7319
H -1.2499 2.2767 0.2176
H -1.8759 -0.7012 0.6517
H -2.6924 0.6406 1.5116
H 0.0320 -0.5032 3.6502
H -1.7258 -0.7507 3.3711
H -0.4985 -1.6367 2.3787
Pb 1.4619 0.8809 1.3557
```

Output
HOMO level: -0.4493 hartree
LUMO: -3.63 eV
charge: +1

natural (NBO) population analysis, charges in e, atoms 1 to 8: -0.26, -0.64, -0.12, -0.39, -0.54, -0.10, -0.10, -0.59